# C21H17BrN4O4

An isolated molecule of C21H17BrN4O4 (ωB97M-V/def2-TZVPD, OMol25).

XYZ file:
```
47
Properties=species:S:1:pos:R:3
Br 2.14 2.15 0.06
N 1.63 -1.90 0.13
N -0.36 -1.01 -0.65
N 2.27 -4.12 -1.99
O -1.17 3.63 3.37
O -0.11 -3.30 -0.65
O -2.84 5.51 -0.79
O -2.40 5.73 2.12
C 0.41 -2.07 -0.37
C 3.36 -4.55 -2.67
C 2.16 -0.67 0.24
C 0.11 0.21 -0.50
C -0.86 2.48 1.28
C -1.85 3.34 -0.70
C 0.04 -5.31 0.67
C 4.06 -5.70 -2.29
C 0.68 -6.51 1.02
C 1.42 0.43 -0.09
C -1.34 3.58 2.01
C -2.21 4.55 -0.03
C -1.97 4.67 1.35
C -1.09 2.37 -0.08
C 0.59 -4.41 -0.29
C 3.56 -6.51 -1.25
C 1.85 -6.87 0.36
C 1.79 -4.83 -0.94
C 2.41 -6.06 -0.60
N -0.75 1.23 -0.85
C -2.01 6.59 -1.25
C -3.81 5.97 2.11
H -1.52 4.50 3.64
H 3.68 -3.95 -3.50
H 3.20 -0.50 0.49
H -0.35 1.72 1.86
H -2.12 3.20 -1.75
H -0.82 -4.97 1.21
H 4.99 -5.95 -2.80
H 0.33 -7.15 1.79
H 4.05 -7.43 -0.97
H 2.32 -7.78 0.69
H -1.50 0.88 -1.46
H -0.99 6.48 -0.96
H -2.01 6.64 -2.32
H -2.41 7.55 -0.87
H -4.01 6.72 1.36
H -4.38 5.06 1.83
H -4.16 6.34 3.07
```

Computed properties:
* Kohn-Sham gap: 8.1 eV
* relative energy (zero: lowest compared OMol25 entry of this formula, charge and spin): 10.4 kcal/mol
* charge: 0

These are the Mulliken partial charges, in e, on atoms 1 to 6: Br -0.094; N -0.437; N -0.601; N -0.540; O -0.628; O -0.429